DFT (ωB97M-V/def2-TZVPD) results for the molecule C22H25N3O4S2 in a non-equilibrium geometry.

Each line ends with the natural charge from an NBO analysis.
Geometry (Å):
1 O -1.3507 1.3011 -0.1258  -0.64
2 C -1.4827 0.3332 0.5941  0.68
3 C -1.6218 0.4354 2.1167  -0.32
4 N -0.6587 -0.4573 2.7420  -0.46
5 C -1.1327 -1.4807 3.5112  0.67
6 O -2.3124 -1.6293 3.7441  -0.59
7 C -0.0686 -2.4255 4.0148  -0.62
8 S 0.7761 -3.1033 2.5545  0.29
9 C 1.4022 -1.5495 2.0032  -0.21
10 C 2.6220 -1.4835 1.3432  -0.23
11 C 3.1302 -0.2595 0.9511  -0.13
12 C 2.4347 0.8915 1.2706  -0.34
13 S 3.0991 2.4981 0.7917  2.34
14 O 4.4061 2.2629 0.2535  -0.94
15 O 2.9535 3.3917 1.9021  -0.94
16 N 2.1385 3.0416 -0.4299  -0.68
17 C 2.0579 2.1967 -1.5964  -0.23
18 C 1.6735 3.0431 -2.8083  -0.40
19 C 0.3629 3.7747 -2.5293  -0.40
20 C 0.5096 4.6191 -1.2662  -0.40
21 C 0.8973 3.7092 -0.1033  -0.25
22 C 1.2178 0.8413 1.9163  -0.24
23 C 0.6609 -0.3874 2.2607  0.21
24 N -1.4743 -0.9339 0.1529  -0.61
25 C -1.2454 -1.2934 -1.2352  -0.26
26 C -1.9418 -2.5884 -1.5457  0.05
27 C -3.0526 -2.6281 -2.3757  -0.23
28 C -3.6959 -3.8284 -2.6252  -0.20
29 C -3.2386 -4.9965 -2.0402  -0.21
30 C -2.1331 -4.9633 -1.2065  -0.19
31 C -1.4868 -3.7655 -0.9613  -0.25
32 H -1.4752 1.4709 2.4302  0.22
33 H -2.6164 0.1069 2.4340  0.27
34 H -0.5291 -3.2494 4.5553  0.26
35 H 0.6718 -1.9223 4.6380  0.24
36 H 3.1561 -2.3990 1.1425  0.23
37 H 4.0704 -0.1724 0.4321  0.24
38 H 3.0396 1.7394 -1.7283  0.23
39 H 1.3044 1.4065 -1.4461  0.18
40 H 2.4656 3.7693 -2.9955  0.21
41 H 1.5775 2.3995 -3.6841  0.21
42 H 0.0961 4.4049 -3.3794  0.21
43 H -0.4353 3.0454 -2.3758  0.21
44 H -0.4286 5.1233 -1.0325  0.21
45 H 1.2860 5.3716 -1.4110  0.20
46 H 1.0741 4.2772 0.8100  0.23
47 H 0.0928 2.9788 0.0556  0.21
48 H 0.7189 1.7660 2.1515  0.25
49 H -1.6302 -1.6976 0.7938  0.41
50 H -1.6163 -0.4744 -1.8560  0.23
51 H -0.1642 -1.3956 -1.4056  0.20
52 H -3.4134 -1.7167 -2.8295  0.21
53 H -4.5577 -3.8503 -3.2754  0.22
54 H -3.7420 -5.9318 -2.2335  0.22
55 H -1.7721 -5.8717 -0.7479  0.21
56 H -0.6189 -3.7446 -0.3161  0.21

As for the charge: 0. The energy comes out at -2114.9944 Eh. For the strongest force on any atom, the calculation gives 0.0203 hartree/bohr. Its energy above the lowest of the compared OMol25 structures with the same formula, charge and spin is 0.0 kcal per mole. Its SMILES is O=C(CN1C(=O)CSc2ccc(S(=O)(=O)N3CCCCC3)cc21)NCc1ccccc1.



DFT (ωB97M-V/def2-TZVPD) results for the molecule C22H25N3O5S.

Each line ends with the natural charge from an NBO analysis.
Geometry (Å):
1 C -1.7510 -4.4139 -1.3760  -0.61
2 C -3.2680 -4.2524 -1.3801  -0.40
3 C -3.7700 -3.0505 -2.1847  -0.40
4 C -3.6894 -1.7066 -1.4514  -0.22
5 N -2.3398 -1.2445 -1.2491  -0.61
6 C -1.7232 -0.4270 -2.1098  0.67
7 O -2.2540 0.0705 -3.0927  -0.67
8 C -0.2975 -0.1021 -1.7642  -0.33
9 C 0.3244 0.7866 -2.5835  0.13
10 N 1.5879 1.2181 -2.3940  -0.54
11 C 2.3238 0.8055 -1.3161  0.27
12 C 3.5986 1.3339 -1.0718  -0.26
13 C 4.2763 0.9819 0.0726  -0.16
14 C 3.7200 0.0532 0.9440  -0.36
15 S 4.3876 -0.0793 2.5988  2.32
16 O 3.9364 -1.2808 3.2196  -0.92
17 O 5.7830 0.2416 2.6163  -0.94
18 N 3.6100 1.2471 3.3037  -0.84
19 C 2.2662 1.4484 2.9497  0.08
20 C 1.8502 2.6008 2.2989  -0.22
21 C 0.5393 2.7438 1.8741  -0.30
22 C -0.3790 1.7202 2.0817  0.30
23 O -1.6809 1.7284 1.6898  -0.49
24 C -2.2122 2.8516 1.0161  -0.06
25 C -1.8438 2.8951 -0.4645  -0.64
26 C 0.0369 0.5739 2.7655  -0.25
27 C 1.3372 0.4394 3.1972  -0.17
28 C 2.5036 -0.5284 0.6848  -0.10
29 C 1.7703 -0.1426 -0.4393  -0.22
30 C 0.4106 -0.6762 -0.6320  0.59
31 O -0.0508 -1.5208 0.1299  -0.63
32 H -1.4816 -5.3638 -0.9185  0.21
33 H -1.2564 -3.6247 -0.8182  0.21
34 H -1.3676 -4.4072 -2.3946  0.20
35 H -3.6320 -4.1789 -0.3528  0.19
36 H -3.7042 -5.1549 -1.8161  0.20
37 H -3.2099 -2.9721 -3.1183  0.21
38 H -4.8196 -3.2127 -2.4397  0.21
39 H -4.2001 -0.9492 -2.0535  0.22
40 H -4.1784 -1.7818 -0.4766  0.19
41 H -1.7938 -1.6174 -0.4785  0.44
42 H -0.2187 1.1825 -3.4312  0.25
43 H 1.9986 1.8796 -3.0383  0.41
44 H 4.0223 2.0432 -1.7677  0.22
45 H 5.2379 1.4067 0.3149  0.25
46 H 4.1899 2.0687 3.2130  0.41
47 H 2.5570 3.3986 2.1167  0.21
48 H 0.2580 3.6584 1.3762  0.22
49 H -1.9103 3.7786 1.5200  0.17
50 H -3.2952 2.7420 1.1200  0.20
51 H -2.2895 3.7732 -0.9237  0.22
52 H -0.7647 2.9357 -0.5960  0.20
53 H -2.2169 2.0088 -0.9700  0.23
54 H -0.6851 -0.2081 2.9341  0.24
55 H 1.6615 -0.4478 3.7162  0.24
56 H 2.0957 -1.2725 1.3491  0.27

As for the charge: 0. The energy comes out at -1792.0357 Eh. For the strongest force on any atom, the calculation gives 0.0187 hartree/bohr. Its energy above the lowest of the compared OMol25 structures with the same formula, charge and spin is 42.8 kcal per mole. Its SMILES is CCCCNC(=O)c1c[nH]c2ccc(S(=O)(=O)Nc3ccc(OCC)cc3)cc2c1=O.



DFT (ωB97M-V/def2-TZVPD) results for a structure of composition C22H25N3RuS4 in a non-equilibrium geometry.

Each line ends with the natural charge from an NBO analysis.
Geometry (Å):
1 Ru 0.3071 -0.1692 -0.1650  0.75
2 S -0.2249 0.2574 -2.6029  -0.12
3 C 0.9725 1.4549 -2.9824  -0.22
4 C 1.4067 1.5298 -4.3126  -0.21
5 C 2.3848 2.4210 -4.6945  -0.17
6 C 2.9451 3.2843 -3.7611  -0.23
7 C 2.5043 3.2486 -2.4501  -0.23
8 C 1.5187 2.3551 -2.0570  -0.15
9 S 1.1008 2.4064 -0.3050  0.35
10 C -0.4218 3.4120 -0.2209  -0.56
11 C -1.6932 2.6838 0.1026  0.21
12 C -2.7411 3.4209 0.6490  -0.23
13 C -3.9537 2.7965 0.8737  -0.14
14 C -4.0876 1.4649 0.5232  -0.23
15 C -2.9994 0.8034 -0.0328  0.21
16 C -3.1902 -0.5792 -0.5565  -0.55
17 S -1.8887 -1.7954 -0.1624  0.33
18 C -1.9583 -2.1104 1.6045  -0.17
19 C -2.6441 -3.2592 1.9753  -0.22
20 C -2.6394 -3.6943 3.2871  -0.23
21 C -1.9400 -2.9670 4.2441  -0.17
22 C -1.2794 -1.8103 3.8911  -0.21
23 C -1.2575 -1.3650 2.5635  -0.22
24 S -0.3914 0.1016 2.2323  -0.14
25 N -1.8202 1.4016 -0.2105  -0.46
26 H 0.9714 0.8501 -5.0267  0.23
27 H 2.7185 2.4416 -5.7210  0.23
28 H 3.7173 3.9785 -4.0503  0.23
29 H 2.9235 3.9109 -1.7105  0.23
30 H -0.5271 3.9127 -1.1844  0.26
31 H -0.2198 4.1591 0.5474  0.25
32 H -2.5992 4.4651 0.8762  0.23
33 H -4.7863 3.3418 1.2864  0.23
34 H -5.0209 0.9430 0.6485  0.23
35 H -3.1566 -0.5582 -1.6501  0.26
36 H -4.1374 -1.0000 -0.2300  0.24
37 H -3.1750 -3.8125 1.2150  0.23
38 H -3.1722 -4.5926 3.5616  0.23
39 H -1.9106 -3.3122 5.2659  0.23
40 H -0.7508 -1.2305 4.6319  0.23
41 N 2.8387 -0.1195 -0.1192  -0.77
42 C 3.6604 -1.0246 0.6905  -0.22
43 C 3.5130 -2.4780 0.2535  -0.42
44 C 2.1853 -3.0955 0.6803  -0.22
45 N 1.0624 -2.5685 -0.0987  -0.78
46 H 3.1389 -0.1779 -1.0936  0.39
47 H 3.0238 0.8354 0.1865  0.40
48 H 3.3422 -0.9192 1.7310  0.21
49 H 4.7186 -0.7380 0.6194  0.21
50 H 4.3188 -3.0569 0.7050  0.24
51 H 3.6090 -2.5398 -0.8337  0.20
52 H 2.0041 -2.8752 1.7378  0.21
53 H 2.2579 -4.1881 0.5675  0.20
54 H 0.2230 -3.0785 0.1720  0.39
55 H 1.2190 -2.7661 -1.0886  0.39

As for the spin multiplicity: 2. As for the charge: +1. The energy comes out at -2705.0242 Eh. For the strongest force on any atom, the calculation gives 0.0387 hartree/bohr. Its energy above the lowest of the compared OMol25 structures with the same formula, charge and spin is 75.3 kcal per mole. Its expectation value of S² is 0.7797.



DFT (ωB97M-V/def2-TZVPD) results for a structure of composition C22H25N4O2PPtS3 in a non-equilibrium geometry.

Each line ends with the natural charge from an NBO analysis.
Geometry (Å):
1 Pt -0.4745 -0.1305 -0.4478  1.11
2 C 1.1088 2.0886 -2.7361  -0.68
3 C 0.3284 1.0700 -3.4789  0.27
4 C 0.2470 1.1732 -4.8711  -0.22
5 C -0.4217 0.2038 -5.5867  -0.13
6 C -0.9907 -0.8517 -4.8973  -0.22
7 C -0.8896 -0.8972 -3.5094  0.17
8 N -0.2523 0.0655 -2.8216  -0.47
9 C -1.4239 -2.0340 -2.7474  0.19
10 C -2.1550 -3.0620 -3.3436  -0.19
11 C -2.5533 -4.1368 -2.5704  -0.12
12 C -2.2650 -4.1384 -1.2194  -0.19
13 C -1.5753 -3.0578 -0.6679  0.18
14 N -1.1426 -2.0618 -1.4447  -0.46
15 C -1.3291 -2.9411 0.7757  0.25
16 C -1.7852 -3.9090 1.6691  -0.23
17 C -1.5646 -3.7450 3.0261  -0.13
18 C -0.8856 -2.6214 3.4492  -0.22
19 C -0.4491 -1.6873 2.5063  0.26
20 C 0.2872 -0.4813 2.9618  -0.66
21 N -0.6784 -1.8488 1.2067  -0.49
22 H 1.6267 2.7608 -3.4144  0.23
23 H 1.8449 1.5939 -2.1029  0.24
24 H 0.4430 2.6743 -2.0961  0.25
25 H 0.7184 2.0061 -5.3671  0.23
26 H -0.4821 0.2511 -6.6624  0.24
27 H -1.4869 -1.6305 -5.4487  0.23
28 H -2.4157 -3.0381 -4.3867  0.23
29 H -3.0905 -4.9619 -3.0145  0.24
30 H -2.5887 -4.9630 -0.6101  0.23
31 H -2.3182 -4.7758 1.3218  0.23
32 H -1.9144 -4.4835 3.7325  0.24
33 H -0.6883 -2.4485 4.4943  0.23
34 H 0.2052 -0.3619 4.0390  0.23
35 H -0.1122 0.3973 2.4569  0.24
36 H 1.3415 -0.5754 2.6978  0.25
37 C 0.3369 3.0885 4.1350  -0.62
38 C 0.3603 3.3339 2.6386  -0.07
39 O 1.2471 2.3809 2.0428  -0.85
40 P 1.5344 2.3475 0.4571  1.67
41 S -0.9911 2.2207 -0.1845  -0.17
42 S 1.9147 0.2999 0.2230  -0.45
43 O 2.9499 3.0783 0.2730  -0.84
44 C 4.2381 2.7717 0.8303  -0.05
45 C 4.2733 2.8496 2.3438  -0.64
46 H -0.2894 3.8425 4.6050  0.23
47 H 1.3420 3.1586 4.5451  0.22
48 H -0.0650 2.1022 4.3552  0.21
49 H 0.7057 4.3468 2.4180  0.18
50 H -0.6396 3.2065 2.2073  0.20
51 H 4.9047 3.5163 0.3839  0.21
52 H 4.5354 1.7752 0.4892  0.19
53 H 3.9075 3.8167 2.6815  0.22
54 H 5.2987 2.7266 2.6840  0.24
55 H 3.6632 2.0639 2.7838  0.22
56 S -5.0478 -1.5156 -0.5404  -0.11
57 C -3.6940 -0.7152 -0.2507  0.16
58 N -2.7030 -0.1372 -0.0134  -0.69

As for the spin multiplicity: 2. As for the charge: +1. The energy comes out at -2877.8721 Eh. For the strongest force on any atom, the calculation gives 0.0629 hartree/bohr. Its energy above the lowest of the compared OMol25 structures with the same formula, charge and spin is 89.5 kcal per mole. Its expectation value of S² is 0.7566.